C19H18BN8Ru as an isolated structure at a distorted geometry, computed with wB97M-V/def2-TZVPD.

Last column: Löwdin spin population.
Element x y z (Å)
Ru (0.004, 0.278, 0.237)  0.845
C (3.140, -0.195, -2.558)  0.009
C (2.516, -0.471, -1.336)  0.014
N (1.377, 0.203, -1.240)  0.013
N (1.234, 0.919, -2.391)  0.003
C (2.287, 0.686, -3.189)  0.027
B (0.002, 1.798, -2.572)  0.000
N (-0.006, 2.813, -1.392)  0.000
C (-0.010, 4.155, -1.456)  -0.001
C (-0.016, 4.654, -0.177)  0.000
C (-0.015, 3.473, 0.652)  -0.001
N (-0.008, 2.388, -0.072)  -0.004
N (-1.228, 0.915, -2.401)  0.003
C (-2.277, 0.682, -3.204)  0.018
C (-3.129, -0.200, -2.578)  0.005
C (-2.507, -0.478, -1.353)  0.011
N (-1.372, 0.199, -1.252)  0.010
H (4.074, -0.586, -2.923)  0.000
H (2.848, -1.109, -0.531)  0.000
H (2.364, 1.165, -4.152)  0.001
H (0.005, 2.375, -3.619)  0.000
H (-0.009, 4.662, -2.407)  0.000
H (-0.020, 5.684, 0.140)  0.000
H (-0.018, 3.440, 1.730)  0.000
H (-2.352, 1.162, -4.166)  0.001
H (-4.060, -0.594, -2.947)  0.000
H (-2.839, -1.118, -0.549)  0.000
C (0.017, 0.678, 4.700)  0.001
C (0.012, -0.647, 5.075)  -0.001
C (0.007, -1.628, 4.087)  0.002
C (0.008, -1.261, 2.772)  0.006
N (0.013, 0.030, 2.393)  0.034
C (0.017, 0.974, 3.355)  0.003
C (0.000, -2.269, 1.653)  0.002
C (-0.007, -3.620, 1.863)  0.000
C (-0.015, -4.484, 0.769)  0.000
C (-0.017, -3.953, -0.497)  0.000
C (-0.010, -2.578, -0.633)  -0.001
N (0.000, -1.755, 0.426)  -0.002
H (0.021, 1.474, 5.431)  0.000
H (0.012, -0.928, 6.121)  0.000
H (0.002, -2.671, 4.365)  0.000
H (0.021, 2.000, 3.020)  0.000
H (-0.006, -4.017, 2.867)  0.000
H (-0.020, -5.556, 0.919)  0.000
H (-0.024, -4.581, -1.376)  0.000
H (-0.013, -2.105, -1.603)  0.000

Calculated values
Spin multiplicity = 2
Kohn-Sham gap (spin up / spin down) = 0.251 / 0.232 hartree
Charge = +2
Expectation value of S² = 0.7550
Energy above the lowest of the compared OMol25 structures with the same formula, charge and spin = 0.0 kcal/mol

C19H18BrIN2O2Zn as an isolated structure at a distorted geometry, computed with wB97M-V/def2-TZVPD.

Last column: natural (NBO) charge in e.
Element x y z (Å)
C (1.047, -0.114, 1.143)  -1.319
C (2.818, -2.042, 2.508)  -0.738
H (1.990, -0.033, 0.589)  0.200
H (0.653, -1.124, 1.287)  0.188
H (1.005, 0.492, 2.052)  0.208
H (2.641, -2.973, 3.056)  0.217
H (3.811, -1.670, 2.777)  0.220
H (2.052, -1.301, 2.717)  0.255
C (0.335, 3.053, -2.026)  0.078
C (0.648, 3.725, -3.214)  -0.242
C (0.851, 2.974, -4.379)  -0.141
C (0.743, 1.582, -4.325)  -0.215
H (0.182, 3.577, -1.075)  0.228
H (0.727, 4.812, -3.203)  0.238
H (1.096, 3.459, -5.321)  0.232
H (0.921, 0.933, -5.180)  0.225
N (0.189, 1.712, -1.989)  -0.568
C (0.390, 0.968, -3.115)  0.189
C (0.221, -0.493, -2.960)  0.155
N (-0.118, -0.908, -1.712)  -0.543
C (-0.210, -2.218, -1.438)  0.097
C (0.238, -2.786, -3.731)  -0.150
C (-0.043, -3.198, -2.424)  -0.237
H (-0.410, -2.477, -0.394)  0.230
H (-0.126, -4.246, -2.143)  0.238
C (0.387, -1.423, -4.000)  -0.215
H (0.632, -1.042, -4.989)  0.219
H (0.348, -3.518, -4.530)  0.230
Zn (-0.323, 0.646, -0.331)  1.578
I (2.948, -2.626, 0.476)  0.057
Br (-2.147, 3.199, 2.106)  0.060
C (-1.825, 1.611, 3.070)  -0.116
C (-1.212, 1.665, 4.330)  -0.234
C (-0.963, 0.482, 5.038)  -0.222
C (-1.345, -0.749, 4.496)  -0.205
C (-1.970, -0.803, 3.246)  -0.218
C (-2.194, 0.371, 2.515)  -0.062
C (-2.877, 0.276, 1.158)  0.763
O (-4.028, -0.167, 1.178)  -0.639
O (-2.214, 0.654, 0.116)  -0.917
H (-0.932, 2.628, 4.749)  0.223
H (-0.485, 0.528, 6.017)  0.216
H (-1.166, -1.679, 5.040)  0.212
H (-2.287, -1.756, 2.814)  0.226

Calculated values
Kohn-Sham gap = 0.236 hartree

One molecule with the formula C19H18BrN5O3S2 at a distorted geometry, computed with wB97M-V/def2-TZVPD.

Last column: natural (NBO) charge in e.
Element x y z (Å)
C (-5.112, 1.885, -0.067)  -0.583
C (-4.385, 0.582, 0.349)  -0.178
C (-4.688, -0.558, -0.652)  -0.594
C (-4.953, 0.148, 1.661)  0.301
N (-5.387, -0.236, 2.665)  -0.328
C (-2.846, 0.850, 0.526)  -0.005
C (-2.092, 0.676, 1.715)  -0.206
C (-0.667, 0.874, 1.745)  -0.023
C (0.160, 0.656, 3.050)  -0.235
N (1.471, 1.355, 3.023)  -0.202
C (1.703, 2.626, 3.448)  0.181
N (2.960, 2.894, 3.283)  -0.479
C (3.500, 1.705, 2.799)  0.127
N (2.614, 0.746, 2.613)  -0.267
C (-0.056, 1.265, 0.556)  -0.157
C (-0.749, 1.468, -0.638)  -0.216
S (0.137, 1.980, -2.091)  0.285
C (1.352, 0.729, -2.281)  -0.181
C (1.111, -0.328, -3.142)  -0.192
C (1.993, -1.396, -3.256)  -0.241
C (3.164, -1.392, -2.460)  0.266
O (4.012, -2.458, -2.525)  -0.627
S (3.382, -3.689, -1.629)  2.380
N (4.489, -4.879, -1.817)  -1.046
O (3.256, -3.492, -0.170)  -0.874
O (2.306, -4.456, -2.271)  -0.931
C (3.479, -0.281, -1.674)  -0.099
Br (5.099, -0.256, -0.607)  0.085
C (2.562, 0.782, -1.571)  -0.222
C (-2.131, 1.239, -0.638)  -0.157
H (-4.908, 2.650, 0.644)  0.224
H (-4.735, 2.254, -0.988)  0.215
H (-6.207, 1.764, -0.166)  0.225
H (-5.761, -0.771, -0.772)  0.229
H (-4.303, -0.296, -1.673)  0.216
H (-4.189, -1.534, -0.370)  0.232
H (-2.550, 0.377, 2.637)  0.226
H (0.342, -0.429, 3.185)  0.247
H (-0.458, 1.011, 3.915)  0.225
H (0.934, 3.293, 3.828)  0.214
H (4.519, 1.567, 2.595)  0.201
H (1.027, 1.431, 0.540)  0.216
H (0.187, -0.335, -3.667)  0.229
H (1.715, -2.235, -3.885)  0.252
H (4.003, -5.536, -2.390)  0.411
H (4.607, -5.227, -0.882)  0.403
H (2.767, 1.638, -0.941)  0.245
H (-2.680, 1.339, -1.553)  0.207

Calculated values
Kohn-Sham gap = 0.339 hartree
SMILES = CC(C)(C#N)c1cc(Cn2cncn2)cc(Sc2ccc(OS(N)(=O)=O)c(Br)c2)c1

C19H18ClCuIN2O2 as an isolated structure at a distorted geometry, computed with wB97M-V/def2-TZVPD.

Last column: Löwdin spin population.
Element x y z (Å)
C (0.913, -1.060, 3.430)  0.000
C (0.501, 0.377, 3.682)  0.000
H (0.043, -1.703, 3.657)  0.000
H (1.862, -1.440, 3.730)  0.000
H (0.927, -1.070, 2.303)  0.000
H (-0.324, 0.428, 3.071)  0.000
H (0.193, 0.601, 4.720)  0.000
H (1.271, 1.076, 3.334)  0.000
C (-0.934, -2.598, -1.595)  0.008
C (-1.461, -3.632, -2.361)  0.005
C (-2.460, -3.282, -3.280)  -0.004
C (-2.999, -1.981, -3.373)  0.002
H (-0.174, -2.700, -0.806)  0.002
H (-1.058, -4.635, -2.214)  0.001
H (-2.837, -4.067, -3.926)  0.000
H (-3.799, -1.710, -4.051)  0.001
N (-1.384, -1.355, -1.821)  0.080
C (-2.461, -0.967, -2.568)  0.002
C (-2.838, 0.438, -2.340)  0.003
N (-2.018, 1.066, -1.448)  0.091
C (-2.223, 2.264, -0.894)  0.008
C (-4.033, 2.539, -2.418)  -0.005
C (-3.204, 3.102, -1.422)  0.006
H (-1.590, 2.503, -0.046)  0.002
H (-3.267, 4.144, -1.067)  0.001
C (-3.896, 1.202, -2.856)  0.003
H (-4.566, 0.745, -3.595)  0.001
H (-4.816, 3.177, -2.838)  0.000
Cu (-0.470, 0.159, -1.220)  0.693
I (-2.439, -0.685, 1.503)  0.002
Cl (5.317, 0.139, 4.255)  0.000
C (4.487, 0.388, 2.777)  0.000
C (3.842, 1.617, 2.546)  0.000
C (3.121, 1.792, 1.364)  0.000
C (3.107, 0.777, 0.405)  0.000
C (3.717, -0.448, 0.648)  0.000
C (4.439, -0.645, 1.827)  0.000
C (2.338, 0.998, -0.886)  0.005
O (2.907, 1.504, -1.846)  0.031
O (1.126, 0.611, -0.710)  0.065
H (3.913, 2.414, 3.283)  0.000
H (2.603, 2.728, 1.147)  0.000
H (3.662, -1.229, -0.118)  0.000
H (4.962, -1.580, 2.018)  0.000

Calculated values
Spin multiplicity = 2
Kohn-Sham gap (spin up / spin down) = 0.197 / 0.193 hartree
Expectation value of S² = 0.7542
Energy above the lowest of the compared OMol25 structures with the same formula, charge and spin = 24.5 kcal/mol